Record 1
The following is a DFT calculation (wB97M-V/def2-TZVPD) of 4 unconnected molecules or ions with the total composition C36H84FN6O11PS.

Last column: Löwdin charge in e.
Element x y z (Å)
C (-1.1463, -0.0885, 5.5493)  -0.098
C (-1.7069, -1.2687, 4.5001)  -0.247
N (-1.2597, -0.8462, 3.1396)  -0.033
C (-1.5376, -1.8249, 2.0286)  -0.354
C (-0.0276, -2.3878, 1.6891)  -0.099
C (0.8083, -2.9519, 2.9781)  -0.204
O (2.1626, -3.4379, 2.5522)  -0.131
O (-2.4081, -2.8556, 2.6881)  -0.237
S (-2.5021, -4.2313, 1.7117)  0.854
O (-1.3908, -5.2111, 2.2376)  -0.341
O (-3.8469, -4.9481, 2.1383)  -0.369
C (-2.4837, -3.8879, -0.1106)  -0.292
C (-1.4096, -4.8186, -0.9995)  -0.176
C (-1.5901, -6.4514, -0.6598)  -0.124
F (-0.3038, -6.9074, -0.0601)  -0.143
C (-2.4357, -2.2716, -0.5582)  -0.377
C (-3.8595, -2.1940, -1.4377)  -0.274
N (-4.2143, -0.9005, -2.0538)  -0.145
C (-4.6056, -1.2129, -3.5036)  -0.151
P (-1.1363, -2.0413, -1.9737)  0.960
N (0.5413, -1.9407, -1.3862)  -0.199
O (-1.3224, -0.4598, -2.7668)  -0.357
C (-2.3435, -1.2073, 0.6938)  -0.201
C (-1.6989, 0.2544, 0.3420)  -0.128
C (-2.6776, 1.3578, -0.3732)  -0.189
C (-1.8870, 2.8245, -0.1846)  -0.213
C (-0.5364, 2.9151, -1.1112)  -0.203
C (-0.6528, 4.1380, -2.2324)  -0.198
C (0.3589, 3.7265, -3.4570)  -0.229
C (1.3912, 4.9552, -3.8705)  -0.205
C (2.4268, 4.3136, -5.0142)  -0.209
C (3.8941, 5.0576, -5.0302)  -0.180
C (5.1449, 4.0906, -5.4756)  -0.234
O (5.0988, 3.6777, -6.8950)  -0.260
C (6.2350, 2.7896, -7.2165)  -0.130
C (-3.9227, -1.0478, 1.2245)  -0.099
O (-4.0930, -0.3498, 2.4997)  -0.235
O (-5.1648, -0.7357, 3.1344)  -0.063
H (-0.9520, -0.5549, 6.6059)  0.072
H (-2.0306, 0.7063, 5.6514)  0.083
H (-0.2166, 0.4786, 5.1213)  0.071
H (-2.8878, -1.2527, 4.6751)  0.129
H (-1.2090, -2.2677, 4.9152)  0.117
H (-0.3161, -0.4124, 3.0991)  0.107
H (0.5830, -1.4469, 1.2814)  0.138
H (0.0327, -3.1994, 0.8581)  0.082
H (0.2508, -3.7428, 3.6351)  0.122
H (1.0422, -2.0348, 3.7058)  0.131
H (2.0667, -3.9241, 1.6769)  0.098
H (-3.5068, -4.4046, -0.4692)  0.148
H (-0.2934, -4.5430, -0.8146)  0.100
H (-1.7231, -4.8029, -2.1538)  0.114
H (-1.7700, -7.0808, -1.6458)  0.129
H (-2.4860, -6.6360, 0.1071)  0.130
H (-3.6667, -2.9683, -2.3285)  0.113
H (-4.7750, -2.6776, -0.8436)  0.148
H (-5.1057, -0.4984, -1.6341)  0.119
H (-5.4185, -2.0860, -3.5288)  0.098
H (-5.0714, -0.2745, -4.0496)  0.100
H (-3.6768, -1.6293, -4.1079)  0.084
H (0.9977, -1.0228, -1.5814)  0.047
H (1.1321, -2.6808, -1.8689)  0.058
H (-1.5311, -0.6693, -3.7249)  0.050
H (-0.7100, 0.2140, -0.3270)  0.097
H (-1.3158, 0.8755, 1.2902)  0.130
H (-3.7109, 1.5320, 0.1841)  0.119
H (-2.8145, 1.2529, -1.5251)  0.096
H (-2.6600, 3.6244, -0.6053)  0.108
H (-1.7014, 3.0636, 0.9668)  0.096
H (-0.3774, 1.9188, -1.7036)  0.084
H (0.3653, 3.1159, -0.3811)  0.119
H (-1.7538, 4.2323, -2.6165)  0.107
H (-0.3863, 5.1491, -1.6986)  0.104
H (1.0386, 2.8250, -3.1167)  0.103
H (-0.2832, 3.3526, -4.3821)  0.123
H (1.9595, 5.2681, -2.8877)  0.108
H (0.8132, 5.8925, -4.2785)  0.115
H (2.5475, 3.1387, -4.8608)  0.116
H (1.9378, 4.4579, -6.0673)  0.113
H (4.1711, 5.5125, -3.9704)  0.117
H (3.8050, 5.9673, -5.7652)  0.119
H (6.1374, 4.7030, -5.3312)  0.122
H (5.2174, 3.1306, -4.7960)  0.132
H (6.0622, 1.7036, -6.8134)  0.088
H (7.2368, 3.2026, -6.7517)  0.096
H (6.4125, 2.7268, -8.3784)  0.107
H (-4.4715, -2.1060, 1.2989)  0.144
H (-4.6036, -0.4207, 0.4850)  0.122
H (-5.2256, -0.0887, 3.9231)  0.160
C (7.6011, -3.9185, -6.6481)  -0.077
C (6.2282, -3.3801, -7.0462)  -0.430
C (6.2879, -2.1508, -7.9829)  -0.196
O (6.6518, -0.9279, -7.3362)  -0.209
C (8.0419, -0.7870, -7.0869)  -0.106
N (5.4585, -3.0910, -5.8279)  0.032
H (8.0804, -3.3232, -5.8689)  0.063
H (7.5070, -4.9371, -6.2505)  0.079
H (8.2740, -3.9598, -7.5104)  0.078
H (5.7156, -4.1809, -7.5931)  0.134
H (5.2789, -1.9829, -8.3808)  0.121
H (6.9335, -2.3351, -8.8504)  0.118
H (8.6508, -1.2289, -7.8814)  0.093
H (8.2924, -1.2279, -6.1204)  0.075
H (8.2725, 0.2801, -7.0257)  0.079
H (4.5062, -2.8404, -6.0959)  0.071
H (5.8323, -2.2257, -5.4292)  0.071
C (-1.0841, 7.7074, 3.1552)  -0.076
C (-1.4018, 6.2813, 2.7097)  -0.425
C (-0.1717, 5.5019, 2.1884)  -0.194
O (0.2625, 5.8832, 0.8798)  -0.215
C (1.0228, 7.0810, 0.8396)  -0.103
N (-2.4759, 6.3235, 1.7073)  0.043
H (-0.9760, 8.3990, 2.3177)  0.063
H (-1.8968, 8.0979, 3.7808)  0.078
H (-0.1643, 7.7402, 3.7476)  0.078
H (-1.7764, 5.7457, 3.5906)  0.136
H (-0.4543, 4.4446, 2.1070)  0.099
H (0.6631, 5.5430, 2.8987)  0.120
H (1.6612, 7.1947, 1.7209)  0.092
H (0.3575, 7.9397, 0.7336)  0.074
H (1.6594, 7.0529, -0.0490)  0.085
H (-2.7629, 5.3671, 1.4966)  0.057
H (-2.0618, 6.6498, 0.8301)  0.072
C (-3.5873, -4.6545, 10.1893)  -0.077
C (-2.9170, -3.2919, 10.3548)  -0.431
C (-3.2729, -2.2819, 9.2387)  -0.198
O (-2.6207, -2.5233, 7.9887)  -0.209
C (-3.2018, -3.5613, 7.2144)  -0.096
N (-1.4640, -3.4857, 10.4613)  0.034
H (-3.0978, -5.2795, 9.4402)  0.064
H (-3.5502, -5.2113, 11.1342)  0.077
H (-4.6398, -4.5452, 9.9096)  0.077
H (-3.2764, -2.8702, 11.3014)  0.133
H (-2.9301, -1.2906, 9.5616)  0.119
H (-4.3578, -2.2011, 9.0982)  0.117
H (-4.2905, -3.5944, 7.3189)  0.094
H (-2.7600, -4.5208, 7.4886)  0.077
H (-2.9593, -3.3813, 6.1635)  0.073
H (-1.0311, -2.5890, 10.6847)  0.071
H (-1.1146, -3.6947, 9.5223)  0.072

The HOMO-LUMO gap is 8.64 eV. For the LUMO energy, the calculation gives 0.003 Ha. The spin multiplicity is 1. The SMILES is CCN[C@@]1(CCO)OS(=O)(=O)[C@H](CCF)[C@](CNC)(P(N)O)[C@@]1(CCCCCCCCCCOC)COO.COC[C@@H](C)N.COC[C@@H](C)N.COC[C@@H](C)N. The calculated total energy is -3416.9241 hartree.

---

Record 2
The following is a DFT calculation (wB97M-V/def2-TZVPD) of 2 unconnected molecules or ions with the total composition C4H8N2O.

Last column: natural (NBO) charge in e.
Element x y z (Å)
N (-2.3155, 0.1369, -0.1137)  -0.482
C (-2.8790, -0.2764, 1.0308)  0.175
C (-0.6999, -0.3753, 1.3334)  -0.151
C (-0.9563, -0.0428, 0.0648)  0.090
N (-1.9841, -0.5147, 1.9190)  -0.504
C (-0.0946, 0.2135, -1.0478)  -0.640
H (-3.9404, -0.1945, 1.2650)  0.198
H (0.2959, -0.4690, 1.7668)  0.223
H (-2.1622, -0.8360, 2.8737)  0.415
H (0.5074, 1.1275, -0.9108)  0.217
H (-0.7120, 0.3314, -1.9542)  0.240
H (0.5892, -0.6391, -1.1964)  0.220
O (4.8114, 0.1155, -1.6289)  -0.941
H (5.4493, 0.8031, -1.3315)  0.470
H (4.0908, 0.6199, -2.0702)  0.471

The HOMO-LUMO gap is 9.53 eV. For the LUMO energy, the calculation gives 0.029 Ha. The spin multiplicity is 1. The SMILES is Cc1c[nH]cn1.O. As for the energy above the lowest of the compared OMol25 structures with the same formula, charge and spin: 138.47 kJ/mol. The calculated total energy is -341.9509 hartree.

---

Q: The lowest calculated total energy belongs to which entry?
A: C36H84FN6O11PS

---

Q: What is the calculated total energy in the second record?
A: -341.9509 hartree